{"formula": "C12H16Si", "method": "ωB97M-V with the def2-TZVPD basis set", "symbols": ["C", "C", "C", "C", "C", "C", "C", "C", "C", "C", "C", "C", "Si", "H", "H", "H", "H", "H", "H", "H", "H", "H", "H", "H", "H", "H", "H", "H", "H"], "positions_angstrom": [[-0.777, 0.251, -1.175], [0.140, -0.391, -0.733], [3.746, 1.778, 1.130], [3.438, 1.333, -0.205], [4.196, 0.959, 2.091], [3.597, -0.023, -0.462], [4.419, -0.322, 1.774], [4.082, -0.863, 0.544], [-1.737, 1.095, -1.890], [-4.279, -1.693, 0.586], [-5.416, 0.296, -0.398], [-5.334, -0.941, 0.445], [4.245, -2.657, 0.210], [3.603, 2.817, 1.357], [3.164, 1.963, -0.984], [4.278, 1.417, 3.074], [3.287, -0.498, -1.362], [4.806, -1.093, 2.470], [-2.495, 1.696, -1.335], [-1.260, 1.800, -2.491], [-2.127, 0.387, -2.616], [0.786, -1.214, -0.532], [-4.308, -2.555, 1.259], [-3.351, -1.690, 0.124], [-6.220, 0.377, -1.140], [-4.461, 0.313, -1.097], [-5.508, 1.173, 0.252], [-6.198, -1.004, 1.069], [5.685, -2.711, 0.036]], "forces_ev_per_a": [[0.43, 0.86, 0.40], [-0.61, -0.55, -0.40], [-1.30, 1.37, -3.63], [1.36, -1.32, 2.56], [0.09, 1.38, 1.63], [-0.26, 0.48, 0.96], [0.63, -3.82, 0.79], [-0.84, 0.64, -0.49], [-0.77, -0.94, 0.68], [-0.66, -2.24, 1.62], [2.23, 0.06, -2.08], [-0.72, 1.88, -0.61], [0.34, 0.05, 0.09], [-0.14, 0.38, 0.03], [-0.66, 1.29, -0.95], [0.46, -0.56, 0.04], [-0.13, 0.14, -0.88], [-0.23, 0.93, 0.08], [0.44, -1.13, -0.07], [1.31, 1.28, -0.92], [-0.99, 0.19, -0.03], [0.18, 0.30, 0.34], [-0.31, 0.32, 0.13], [1.41, 0.82, -1.40], [-0.25, -0.47, 0.47], [-1.65, 0.45, 1.64], [0.34, 0.01, -0.26], [-0.42, -0.83, 0.48], [0.71, -0.97, -0.24]], "s2": 2.00, "energy_ha": -756.0652, "fmax_ha_per_bohr": 0.0796, "spin_multiplicity": 3, "gap_ev": [7.8, 7.5], "de_lowest_ev": 2.791, "lumo_energy_ev": [0.9, -1.9]}